[1]
{
  "formula": "C19H30Al2ClF4LiN4O7",
  "method": "ωB97M-V with the def2-TZVPD basis set",
  "species": ["C", "C", "N", "C", "O", "C", "C", "C", "C", "N", "C", "N", "C", "C", "C", "C", "C", "O", "N", "O", "C", "C", "O", "H", "H", "H", "H", "H", "H", "H", "H", "H", "H", "H", "H", "H", "H", "H", "H", "H", "H", "C", "C", "O", "H", "H", "H", "H", "H", "Li", "F", "Al", "F", "F", "F", "C", "C", "O", "H", "H", "H", "H", "H", "H", "Al", "Cl", "O", "H"],
  "coordinates": [[3.2872, 0.7689, 3.8737], [2.7391, 1.7875, 2.9378], [1.3051, 2.3537, 3.0030], [0.7242, 2.7142, 1.6194], [0.3963, 3.9105, 1.1188], [0.5665, 1.2186, 0.9690], [0.6041, 0.6611, -0.5714], [0.4444, -0.9946, -0.7475], [0.4684, -1.6942, -2.2427], [0.8061, -0.7332, -3.3692], [0.2590, -2.0056, 0.5720], [0.1546, -3.5108, 0.4019], [1.4135, -4.0882, 1.0638], [2.2892, -5.0516, 0.0481], [3.7818, -4.3653, -0.0816], [4.7145, -4.9984, -1.2752], [0.1803, -1.3923, 2.1261], [-0.0022, -2.2193, 3.3302], [-1.3258, -2.3194, 3.6491], [-1.5053, -3.5408, 3.7607], [0.3438, 0.2328, 2.2592], [0.3712, 1.2502, 3.5436], [-0.2452, 1.2322, 4.7285], [4.3137, 0.8681, 4.4585], [2.6935, -0.2552, 4.0056], [3.4887, 2.1911, 2.1030], [0.7377, 1.4063, -1.4637], [1.2789, -2.5679, -2.2364], [-0.5566, -2.2109, -2.5349], [-0.0064, -0.0545, -3.3997], [0.7285, -1.2830, -4.2770], [-0.6710, -3.7941, 1.0013], [1.0609, -4.7137, 2.0159], [2.1423, -3.2673, 1.4767], [2.4257, -6.1024, 0.5471], [1.6990, -5.0971, -0.9637], [3.6383, -3.1989, -0.2544], [4.3094, -4.4799, 0.9794], [4.9469, -4.1593, -2.0834], [5.7832, -5.3189, -0.8531], [4.1885, -5.8926, -1.8448], [-1.1326, 6.5755, 0.4643], [-0.5672, 7.9928, 0.6648], [-1.5510, 8.8401, 0.4101], [-1.4809, 6.4144, -0.5637], [-0.3514, 5.8328, 0.6646], [-1.9656, 6.3659, 1.1473], [0.3362, 8.0340, 0.0363], [-0.1279, 7.9875, 1.6745], [-2.9320, -4.4940, 3.1925], [-2.7612, 1.3805, 0.5812], [-2.8336, 2.3705, -0.9215], [-2.0170, 1.4876, -2.2620], [-2.0019, 3.9438, -0.6445], [-4.5543, 2.6702, -1.3606], [-4.1980, -0.7692, -5.2645], [-3.2685, -1.6419, -4.4469], [-2.1450, -0.8863, -4.0190], [-3.6761, -0.3629, -6.1371], [-5.0673, -1.3381, -5.6060], [-4.5454, 0.0855, -4.6749], [-2.9064, -2.4824, -5.0465], [-3.7794, -2.0415, -3.5655], [-2.4766, -0.1474, -3.4804], [-0.0625, 0.0989, 6.2207], [-3.4760, 8.8189, -0.7530], [-2.5061, 2.2246, 2.8636], [-1.9244, 1.7543, 3.4325]],
  "gap_ev": 3.25,
  "homo_energy_ev": -6.91,
  "multiplicity": 1,
  "total_energy_ha": -2838.95902,
  "lumo_ev": -3.66
}

***

[2]
{
  "formula": "C2H4O3",
  "method": "ωB97M-V with the def2-TZVPD basis set",
  "species": ["C", "C", "O", "O", "O", "H", "H", "H", "H"],
  "coordinates": [[0.2028, 0.4270, -0.0840], [1.1094, -0.6581, -0.1737], [-0.0179, 1.4954, -0.4886], [-2.1531, 0.6211, 0.6793], [-1.1170, -0.2563, 0.7928], [2.2163, -0.3902, -0.2414], [0.9418, -1.3245, 0.6172], [0.7301, -1.1159, -1.0910], [-1.9125, 1.2014, -0.0106]],
  "smiles": "CC(=O)OO",
  "gap_ev": 9.76,
  "homo_energy_ev": -9.15,
  "multiplicity": 1,
  "total_energy_ha": -304.19444,
  "lumo_ev": 0.61
}

***

[3]
{
  "formula": "C4H6N2O",
  "method": "ωB97M-V with the def2-TZVPD basis set",
  "species": ["C", "O", "C", "N", "N", "C", "C", "H", "H", "H", "H", "H", "H"],
  "coordinates": [[-1.7610, 0.3488, 0.5044], [-1.7935, 0.3317, -0.9349], [-0.6914, 0.7014, -1.5452], [0.3370, 1.2118, -1.1242], [1.5565, 1.4275, -0.9581], [1.7119, -1.4023, 0.3320], [1.2605, -2.3625, 0.9021], [-2.7416, 0.0032, 0.8319], [-0.9726, -0.3205, 0.8629], [-1.5823, 1.3714, 0.8540], [1.7043, 2.4425, -0.9593], [2.0957, -0.5274, -0.1651], [0.8765, -3.2259, 1.3996]],
  "gap_ev": 9.28,
  "homo_energy_ev": -9.07,
  "multiplicity": 1,
  "total_energy_ha": -340.55326,
  "lumo_ev": 0.21
}

***

[4]
{
  "formula": "C16H24ClN3",
  "method": "ωB97M-V with the def2-TZVPD basis set",
  "species": ["C", "C", "C", "C", "N", "C", "C", "C", "C", "C", "C", "C", "N", "N", "C", "C", "C", "C", "C", "H", "H", "H", "H", "H", "H", "H", "H", "H", "H", "H", "H", "H", "H", "H", "H", "H", "H", "H", "H", "H", "H", "H", "H", "Cl"],
  "coordinates": [[3.3103, -2.8002, 3.0499], [2.0765, -2.5766, 2.6139], [0.7367, -1.8261, 2.0589], [0.4262, -2.1459, 0.4982], [-1.0070, -2.5521, 0.3786], [-1.9499, -1.3948, 0.2055], [-1.2343, 0.0346, 0.0436], [-2.2722, 1.2779, -0.2064], [-3.7027, 0.8744, -0.6902], [-4.7359, 2.0942, -0.8875], [-4.0543, 3.5038, -0.5327], [-2.5554, 3.6959, -0.0924], [-1.6856, 2.5574, 0.0634], [-0.2053, -0.1030, -1.0406], [0.9050, -1.0012, -0.5402], [2.2196, -0.1662, -0.0136], [1.8633, 1.2828, 0.6051], [3.1396, 0.0748, -1.3603], [4.2424, -1.1327, -1.5315], [4.3061, -2.8892, 3.6390], [-0.1313, -2.2940, 2.6840], [0.7358, -0.7033, 2.3301], [1.0555, -3.0952, 0.2366], [-1.3068, -3.2108, 1.1119], [-2.5168, -1.5966, -0.7986], [-2.7580, -1.4043, 1.0347], [-0.7168, 0.3056, 1.0545], [-4.0992, -0.1761, -0.9186], [-5.8233, 1.9648, -1.2126], [-4.7527, 4.5072, -0.6116], [-2.1085, 4.7480, 0.1249], [-0.6718, -0.6363, -1.8169], [0.1156, 0.7863, -1.4638], [1.2904, -1.5705, -1.4854], [2.8781, -0.7715, 0.7066], [1.4951, 1.9475, -0.2645], [1.1706, 1.2703, 1.5203], [2.8738, 1.7558, 0.9520], [2.4397, 0.0898, -2.2733], [3.6375, 1.1048, -1.2412], [4.4280, -1.6890, -0.5285], [3.8912, -1.9150, -2.3164], [5.2375, -0.6393, -1.8823], [-6.1866, 4.4141, -1.2024]],
  "gap_ev": 5.35,
  "homo_energy_ev": -5.87,
  "multiplicity": 1,
  "total_energy_ha": -1248.03604,
  "lumo_ev": -0.52
}

***

[5]
{
  "formula": "C3H2N2O2S",
  "method": "ωB97M-V with the def2-TZVPD basis set",
  "species": ["C", "C", "C", "H", "H", "N", "N", "O", "O", "S"],
  "coordinates": [[-0.5269, 0.1450, 0.7764], [1.5836, -0.4822, 0.0811], [-0.0439, 0.0477, -1.4478], [-2.4940, 1.2639, 1.3521], [2.4008, -1.0435, 0.2735], [0.8422, -0.2106, 1.1588], [-1.0211, 0.0446, -0.4665], [1.1521, -0.5431, -1.2108], [-0.3537, 0.4115, -2.5714], [-1.5391, 0.3667, 2.0546]],
  "smiles": "O=c1nc(S)nco1",
  "gap_ev": 9.19,
  "homo_energy_ev": -10.12,
  "multiplicity": 1,
  "total_energy_ha": -773.65263,
  "lumo_ev": -0.93
}

***

[6]
{
  "formula": "C7H20BFN3O2PSi",
  "method": "ωB97M-V with the def2-TZVPD basis set",
  "species": ["C", "C", "N", "C", "Si", "C", "C", "F", "B", "O", "N", "C", "C", "P", "N", "O", "H", "H", "H", "H", "H", "H", "H", "H", "H", "H", "H", "H", "H", "H", "H", "H", "H", "H", "H", "H"],
  "coordinates": [[-1.4623, -2.1767, 2.9466], [-1.2117, -1.0885, 1.9280], [-1.4479, 0.1423, 2.1379], [-0.6591, -1.5212, 0.5958], [-0.2714, -0.1689, -0.6830], [-1.6966, 1.0592, -0.8923], [-3.0441, 0.3935, -1.0240], [-4.0789, 1.3175, -0.8208], [1.5700, 0.6893, -0.4707], [2.1662, 1.0541, -1.6722], [2.2239, 0.8413, 0.7884], [1.5275, 1.6840, 1.7655], [3.6694, 1.0783, 0.7670], [-0.1864, -1.3412, -2.6462], [-0.2504, -0.0981, -3.8168], [1.4710, -1.6709, -2.5945], [-2.5208, -2.4492, 2.9359], [-0.8864, -3.0757, 2.7305], [-1.2159, -1.8299, 3.9511], [-1.8136, 0.2945, 3.0791], [-1.3515, -2.2518, 0.1568], [0.2683, -2.0767, 0.7826], [-1.5002, 1.6555, -1.7895], [-1.7103, 1.7275, -0.0305], [-3.1882, -0.0266, -2.0240], [-3.1898, -0.4064, -0.2936], [2.5364, 0.3373, -2.1951], [0.4543, 1.4953, 1.7199], [1.7187, 2.7434, 1.5663], [1.8594, 1.4597, 2.7835], [3.9297, 2.0013, 1.2909], [4.1959, 0.2560, 1.2586], [4.0364, 1.1679, -0.2542], [-0.1878, 0.8721, -3.5389], [-0.9772, -0.2313, -4.5039], [1.7725, -1.8775, -3.4842]],
  "smiles": "[H]/N=C(\\C)C[Si@@](CCF)(B(O)N(C)C)P(N)O",
  "gap_ev": 8.73,
  "homo_energy_ev": -8.05,
  "multiplicity": 1,
  "total_energy_ha": -1349.12256,
  "lumo_ev": 0.68
}

***

Repeat the second record exactly.
{
  "formula": "C2H4O3",
  "method": "ωB97M-V with the def2-TZVPD basis set",
  "species": ["C", "C", "O", "O", "O", "H", "H", "H", "H"],
  "coordinates": [[0.2028, 0.4270, -0.0840], [1.1094, -0.6581, -0.1737], [-0.0179, 1.4954, -0.4886], [-2.1531, 0.6211, 0.6793], [-1.1170, -0.2563, 0.7928], [2.2163, -0.3902, -0.2414], [0.9418, -1.3245, 0.6172], [0.7301, -1.1159, -1.0910], [-1.9125, 1.2014, -0.0106]],
  "smiles": "CC(=O)OO",
  "gap_ev": 9.76,
  "homo_energy_ev": -9.15,
  "multiplicity": 1,
  "total_energy_ha": -304.19444,
  "lumo_ev": 0.61
}

***

Please write out number 2 again, unchanged.
{
  "formula": "C2H4O3",
  "method": "ωB97M-V with the def2-TZVPD basis set",
  "species": ["C", "C", "O", "O", "O", "H", "H", "H", "H"],
  "coordinates": [[0.2028, 0.4270, -0.0840], [1.1094, -0.6581, -0.1737], [-0.0179, 1.4954, -0.4886], [-2.1531, 0.6211, 0.6793], [-1.1170, -0.2563, 0.7928], [2.2163, -0.3902, -0.2414], [0.9418, -1.3245, 0.6172], [0.7301, -1.1159, -1.0910], [-1.9125, 1.2014, -0.0106]],
  "smiles": "CC(=O)OO",
  "gap_ev": 9.76,
  "homo_energy_ev": -9.15,
  "multiplicity": 1,
  "total_energy_ha": -304.19444,
  "lumo_ev": 0.61
}